Entry 1:
The ion C3H5N2 with charge +1 at a distorted geometry, computed with ωB97M-V/def2-TZVPD.

Results
HOMO (eV): -15.236
Energy relative to the best compared isomer or geometry (same formula, charge and spin) (eV): 0.1993
LUMO energy (eV): -3.7
Frontier orbital gap (eV): 11.551
Max |F| (eV/A): 1.55
Total charge: +1

Structure (XYZ):
```
10
Properties=species:S:1:pos:R:3:forces:R:3:mulliken_charge:R:1
C -0.083274 0.784156 0.870850 -0.850 -1.224 0.412 -0.217
C 0.938828 0.703919 0.012123 0.291 0.372 -0.393 -0.340
N 0.656394 -0.327216 -0.869261 0.896 -0.079 0.020 -0.024
C -0.471092 -0.911176 -0.521826 -0.870 -0.314 0.498 -0.103
N -0.931880 -0.286943 0.558123 0.064 1.392 -0.467 -0.071
H -0.341436 1.350564 1.739529 0.335 0.549 0.047 0.419
H 1.824402 1.297042 -0.101081 0.116 0.070 0.057 0.392
H 1.329904 -0.618270 -1.574208 -0.488 -0.159 0.059 0.262
H -1.011350 -1.751624 -0.929572 0.419 0.036 -0.473 0.376
H -1.910496 -0.240455 0.815324 0.087 -0.643 0.240 0.305
```
Forces are in eV/Å.

Entry 2:
The molecule C17H27ClN2O3S2, computed with ωB97M-V/def2-TZVPD.

Results
HOMO (eV): -8.922
Energy relative to the best compared isomer or geometry (same formula, charge and spin) (eV): 0.2245
LUMO energy (eV): 0.5
Frontier orbital gap (eV): 9.406
Max |F| (eV/A): 0.08

Structure (XYZ):
```
52
Properties=species:S:1:pos:R:3:forces:R:3:mulliken_charge:R:1
C -0.983756 3.406973 0.782858 -0.004 0.004 0.000 -1.521
C -0.976418 2.457644 -0.405738 0.010 -0.010 0.002 0.632
S -2.464537 1.428083 -0.349707 0.002 -0.001 -0.002 -0.118
C -2.167532 0.367069 -1.803989 -0.003 0.008 0.000 1.820
C -2.460181 1.080105 -3.113041 -0.002 -0.002 -0.003 -1.550
C -3.054760 -0.873358 -1.657752 -0.011 0.008 0.012 0.183
O -4.072253 -0.968951 -2.322286 -0.003 0.001 0.003 -0.695
N -2.666493 -1.848704 -0.789555 0.013 -0.009 -0.011 0.170
C -3.493492 -3.041378 -0.691454 -0.003 -0.001 0.006 -1.176
C -1.522426 -1.795027 0.102707 0.001 -0.006 -0.005 0.193
C -1.926456 -1.699469 1.572744 0.009 -0.002 -0.013 -0.557
O -0.769820 -1.618540 2.380162 0.002 0.005 -0.046 -0.443
C -0.282505 -0.300127 2.545623 -0.021 -0.031 0.061 0.662
C 1.188844 -0.378194 2.952373 0.003 0.077 0.010 -1.450
N 2.095638 0.077346 1.908946 0.020 -0.062 -0.014 0.319
C 2.269033 1.511027 1.795081 0.008 0.008 0.012 -0.909
C 2.711279 -0.843597 1.120190 0.037 0.008 0.021 0.622
O 2.528904 -2.042792 1.228772 -0.050 -0.002 -0.042 -0.627
C 3.629640 -0.324600 0.052304 -0.019 -0.001 0.000 -0.600
C 3.252221 -0.270342 -1.327727 0.016 -0.040 -0.003 0.008
C 1.887253 -0.657273 -1.807010 -0.003 0.000 0.000 -0.511
C 4.275959 0.159945 -2.111727 0.000 -0.007 -0.002 -0.805
S 5.701991 0.491349 -1.217373 0.002 0.001 0.004 -0.205
C 4.917063 0.055805 0.243562 -0.007 0.037 0.005 1.220
Cl 5.732452 0.149047 1.749692 0.003 0.000 0.000 -0.212
H -0.092747 4.036000 0.774550 0.000 0.000 0.000 0.389
H -1.857565 4.058161 0.753613 0.000 0.000 0.000 0.431
H -1.008180 2.856987 1.725588 -0.002 0.001 -0.001 0.284
H -0.951793 3.017723 -1.340438 0.000 -0.003 -0.002 0.452
H -0.096383 1.807913 -0.378200 0.002 0.001 0.006 -0.574
H -1.117747 0.069577 -1.772933 -0.004 0.000 -0.003 -0.754
H -2.265502 0.416243 -3.956622 0.003 0.001 0.000 0.383
H -3.504153 1.379991 -3.153874 -0.001 -0.003 -0.001 0.336
H -1.828188 1.962596 -3.214573 -0.003 0.003 0.002 0.419
H -4.096030 -3.129968 -1.589570 0.009 -0.006 -0.006 0.404
H -2.846767 -3.914433 -0.591043 0.000 0.001 0.012 0.340
H -4.164228 -3.000773 0.169784 -0.009 0.005 -0.008 0.329
H -0.914864 -2.694624 -0.032968 0.003 0.002 0.001 0.306
H -0.893341 -0.943427 -0.140014 0.001 0.002 -0.001 -0.711
H -2.584556 -0.836120 1.722159 0.002 -0.001 0.001 0.343
H -2.460758 -2.598102 1.882711 -0.001 0.001 0.000 0.392
H -0.381850 0.273583 1.615187 -0.006 0.003 0.004 -0.359
H -0.881975 0.213172 3.308070 0.005 -0.005 0.006 0.363
H 1.377995 0.227577 3.841000 -0.005 0.008 -0.006 0.413
H 1.421446 -1.416349 3.179580 0.004 0.002 0.007 0.494
H 2.944403 1.753188 0.979759 -0.012 0.000 -0.008 0.355
H 1.309452 1.999701 1.606656 -0.002 -0.001 0.011 0.163
H 2.681258 1.917371 2.722186 0.012 -0.002 -0.005 0.335
H 1.810352 -0.572766 -2.889892 0.002 0.004 0.000 0.476
H 1.654058 -1.682433 -1.514893 0.002 0.002 0.001 0.340
H 1.127597 -0.009654 -1.360695 0.000 -0.001 -0.004 -0.284
H 4.270415 0.286826 -3.182784 -0.001 0.001 0.000 0.483
```
Forces are in eV/Å.

Entry 3:
A structure of composition C43H62F2LaN6O5SSbSi4 at a distorted geometry, computed with ωB97M-V/def2-TZVPD.

Results
HOMO (eV): -1.850
Energy relative to the best compared isomer or geometry (same formula, charge and spin) (eV): 2.9497
LUMO energy (eV): 3.9
Frontier orbital gap (eV): 5.779
Max |F| (eV/A): 4.62
Total charge: -2

Structure (XYZ):
```
125
Properties=species:S:1:pos:R:3:forces:R:3:mulliken_charge:R:1
La 2.123757 -0.812058 -1.444136 0.728 0.431 -0.035 1.414
C -4.640152 -3.661044 2.685295 1.614 -1.259 1.155 -1.434
Sb -3.201564 -2.761335 1.284690 0.266 0.476 1.026 0.175
C -2.079212 -1.690256 2.742180 -1.121 1.135 0.551 0.682
C -2.663397 -0.639071 3.581256 1.270 -1.198 -2.127 0.058
C -1.790952 0.224469 4.349886 0.025 -0.370 -0.667 -0.700
C -2.401674 1.108901 5.191441 -0.597 -0.759 -0.258 -0.496
C -3.791921 1.163661 5.280260 -0.956 -0.428 0.268 -1.103
C -4.527630 0.384722 4.397182 0.139 0.565 -0.737 -0.126
N -4.002369 -0.435033 3.501377 0.436 -0.089 0.555 0.204
Si -0.707458 -2.566350 3.446396 1.905 -0.129 -0.685 0.326
C -0.283871 -3.991060 2.276916 1.294 -2.531 0.612 -1.187
C 1.015577 -1.598647 3.547047 -1.766 -1.010 0.999 -1.578
C -0.969504 -3.210617 5.194550 -0.225 -0.328 -0.240 -1.306
C -4.293331 -1.160418 0.104243 -1.214 -0.380 0.341 2.513
C -3.944011 0.248938 0.380634 -0.181 -0.840 0.330 -2.293
C -4.895005 1.263062 0.389046 -0.851 2.375 -0.539 -0.571
C -4.455586 2.603806 0.388249 1.591 -2.726 0.362 -1.314
C -3.062420 2.816373 0.548961 -1.719 1.928 0.466 -0.894
C -2.237011 1.746499 0.746116 1.065 -0.746 -0.331 -0.076
N -2.645732 0.489801 0.511662 0.642 0.769 0.736 0.690
Si -3.612654 -1.388672 -1.633582 -0.065 -0.331 0.086 0.463
C -4.094584 0.110135 -2.783725 -1.182 -1.150 1.794 -0.925
C -4.262888 -3.059594 -2.157704 0.397 -1.359 -0.322 -1.124
C -1.759970 -1.670959 -1.645658 -1.337 0.717 0.096 -0.450
Si -6.159526 -1.553994 0.239557 0.034 0.192 0.979 1.102
C -7.114040 -0.941723 -1.232100 1.523 0.591 -0.024 -1.527
C -6.477195 -3.402220 0.217420 -1.261 -0.484 -0.540 -1.199
C -7.023903 -0.822471 1.816912 -0.509 -0.742 -1.245 -1.189
H -4.054075 -3.876179 3.630055 -0.087 0.317 -1.066 0.353
H -5.018321 -4.641369 2.389696 0.004 0.074 -0.349 0.434
H -5.432972 -3.101883 3.070083 -1.436 1.225 0.186 0.355
H -0.678061 0.198307 4.173904 -1.634 0.031 0.453 -0.034
H -1.843832 1.738410 5.805324 1.042 1.080 0.939 0.535
H -4.336790 1.701549 6.050524 0.305 0.311 -0.161 0.367
H -5.591805 0.506363 4.240425 -0.329 0.129 0.579 0.274
H 0.277536 -3.665295 1.390572 -0.109 0.088 0.186 0.220
H -1.085843 -4.641689 1.891905 -0.134 0.554 0.155 0.387
H 0.385949 -4.832554 2.761975 -0.809 1.763 -0.565 0.239
H 1.511908 -1.979741 4.448955 0.262 0.371 -0.267 0.400
H 0.891757 -0.537981 3.555879 0.049 0.776 0.436 0.516
H 1.557162 -1.802360 2.672236 1.097 -0.645 -1.191 0.271
H -1.882461 -3.806216 5.148123 -0.094 -0.095 0.236 0.267
H -1.137026 -2.380795 5.858175 -0.254 0.487 0.373 0.367
H -0.176893 -3.811407 5.638888 0.187 -0.109 -0.219 0.371
H -5.989945 1.111415 0.249852 1.173 -0.204 0.248 0.110
H -5.148755 3.398815 0.333975 -0.520 0.796 -0.163 0.532
H -2.784915 3.881716 0.614353 0.479 -0.799 0.061 0.365
H -1.166385 1.810360 1.056456 -0.993 0.397 -0.546 -0.038
H -3.678532 0.959063 -2.250391 0.216 0.355 -0.274 0.188
H -5.209696 0.264408 -2.839941 1.157 -0.241 -0.129 0.161
H -3.646112 -0.024726 -3.739662 0.299 0.167 -0.834 0.575
H -5.343617 -3.041257 -2.235886 -0.172 -0.276 -0.280 0.305
H -3.969184 -3.976197 -1.547662 -0.308 1.464 -0.292 0.139
H -3.811258 -3.290503 -3.132430 -0.354 0.114 -0.161 0.506
H -1.280292 -0.727409 -1.782875 0.766 0.486 0.116 -0.536
H -1.654937 -2.268490 -2.506424 0.562 -0.757 -1.322 0.577
H -1.454344 -2.264211 -0.807686 0.427 -0.031 0.555 0.096
H -7.004432 0.114872 -1.386605 0.214 0.663 -0.155 0.366
H -8.143649 -1.103632 -1.182050 -1.733 -0.748 0.032 0.550
H -6.635295 -1.439280 -2.062651 -0.310 -0.131 -0.576 0.326
H -5.591518 -3.958275 0.493162 -0.261 -0.364 0.178 0.166
H -6.831964 -3.793517 -0.752212 0.512 0.421 -0.053 0.407
H -7.375810 -3.648142 0.826447 0.869 0.120 0.349 0.426
H -8.098142 -0.621522 1.540245 0.837 -0.426 0.420 0.381
H -6.584020 0.124973 2.033399 0.363 0.601 0.493 0.267
H -6.921552 -1.500247 2.672403 -0.171 0.274 -0.154 0.328
F 3.852466 3.746315 -5.195436 -1.082 -0.068 0.002 -0.369
C 3.943046 2.452677 -4.807661 3.146 -0.902 -0.297 -0.049
C 3.257568 1.833849 -3.816050 -1.518 0.175 0.207 0.364
C 3.682922 0.610169 -3.275844 0.585 -0.384 -0.512 -1.071
C 4.887013 0.046879 -3.841089 -1.732 -1.374 1.197 1.147
C 5.484851 0.586595 -4.959448 0.079 -0.392 0.590 0.301
F 6.516320 -0.121643 -5.563416 -0.766 1.224 -0.314 -0.377
C 5.048329 1.803299 -5.385281 -0.424 0.773 -0.806 -0.586
C 5.337760 -1.254616 -3.253615 2.763 0.358 0.675 -0.164
C 6.635586 -1.825668 -3.432862 0.431 1.358 -2.850 -0.717
C 6.994744 -2.954314 -2.768902 0.898 -1.729 2.139 -0.277
C 6.275577 -3.448390 -1.631925 -0.133 -0.196 -0.425 -0.767
C 5.042106 -2.835674 -1.515072 1.430 0.201 -1.097 -0.506
N 4.664965 -1.822640 -2.292884 -3.020 0.382 0.714 0.414
H 2.283840 2.271171 -3.606224 0.156 -0.031 0.689 0.110
H 5.416358 2.314607 -6.234523 0.903 0.242 -0.748 0.492
H 7.308507 -1.366816 -4.241293 -1.039 -1.186 1.512 0.270
H 7.885892 -3.540752 -3.013923 0.061 0.692 -0.123 0.355
H 6.604558 -4.277733 -0.905404 -0.476 1.349 -1.615 0.297
H 4.270384 -3.147930 -0.893545 -0.896 -0.721 1.579 0.627
O 3.372447 0.007270 0.323657 -0.277 -0.254 -0.087 -0.522
H 3.561107 2.085109 0.268095 -0.228 -2.925 -0.222 0.052
H 3.944865 -0.028568 1.102912 -0.342 -0.063 -0.458 -0.060
O 0.288393 -0.264976 0.332518 -1.052 0.135 0.825 2.100
H -0.694584 -0.196683 0.492115 0.363 -0.317 -0.772 -0.550
H 0.576492 -0.301491 1.251679 0.545 -0.186 0.113 -0.355
O 1.514981 -5.120091 -1.701831 -0.275 0.320 0.105 -0.694
N 1.628213 -3.902572 -1.656101 0.651 -2.074 -0.294 1.200
O 1.521465 -3.233028 -2.716013 -0.037 1.244 0.720 -0.679
O 1.954694 -3.359127 -0.556461 -0.216 1.118 -0.489 -0.519
S -1.132466 2.610504 -3.965121 -0.244 0.733 -0.418 -0.475
C -0.151890 1.666801 -3.125675 1.722 -3.518 2.447 0.230
N 0.462403 0.841797 -2.480341 -1.376 2.616 -1.914 -0.613
C 2.799178 5.194364 -1.103806 -0.264 -1.278 -1.328 -1.055
Si 2.705809 4.161255 0.495543 0.671 0.781 -0.505 0.172
C 3.039258 5.167013 2.093836 -0.257 1.150 -0.750 -1.134
C 1.065659 3.253675 0.578787 0.237 1.062 0.722 -0.721
N 3.951000 2.966901 0.256931 0.814 3.066 0.479 0.131
C 5.200041 3.158571 -0.334255 -1.085 0.972 -0.489 0.150
C 5.794229 4.423844 -0.544353 0.377 0.769 1.191 0.111
C 7.090634 4.524500 -1.068830 0.194 -2.184 -0.193 -0.805
C 7.761404 3.349332 -1.461878 -1.061 -0.534 -1.337 -0.787
C 6.997282 2.149836 -1.573080 2.668 1.732 1.027 -0.375
C 5.805398 2.085125 -0.946826 -1.293 -3.080 -0.196 0.274
H 1.832561 5.309064 -1.620316 -0.047 0.253 0.552 0.459
H 3.317113 4.524206 -1.872887 -0.253 0.798 1.105 0.232
H 3.307398 6.146937 -1.111633 0.146 0.274 0.147 0.377
H 2.091645 5.678292 2.379067 0.602 -0.005 -0.211 0.326
H 3.883618 5.929226 2.053099 -1.059 -0.972 -0.072 0.231
H 3.230519 4.479650 2.893420 0.313 -0.495 0.502 0.355
H 0.440029 3.733982 1.356424 0.082 -0.135 -0.446 0.397
H 1.203603 2.232817 0.891305 0.014 -0.573 -0.133 -0.123
H 0.578959 3.328024 -0.391401 -0.151 -0.274 0.004 0.298
H 5.372492 5.365754 -0.121365 0.003 -0.980 -0.479 0.183
H 7.595315 5.444716 -1.226563 0.142 0.895 0.261 0.415
H 8.761224 3.270814 -1.908281 -0.315 0.726 0.318 0.308
H 7.539311 1.296556 -1.946704 -0.396 -0.393 -0.249 0.370
H 5.293775 1.081040 -0.946218 0.262 1.269 0.162 -0.050
```
Forces are in eV/Å.

Number 1: electronic energy -6165.69319 eV. Number 2: electronic energy -61383.02046 eV. Number 3: electronic energy -119956.55481 eV.